Formula: C5H6BrF2N3
Source: OMol25
Level of theory: ωB97M-V/def2-TZVPD

Structure (ORCA input):
```
! RIJCOSX wB97M-V def2-TZVPD def2/J DEFGRID3
* xyz 0 1
H 2.2311 -0.1060 -1.3692
F -2.1908 2.3311 1.1817
H -2.5857 0.4953 -1.6814
H 1.3836 -0.7830 2.2557
Br -3.8757 2.7498 -1.4889
H 2.6254 -1.3057 -0.3975
N -0.0851 0.4540 -0.4198
C -2.1446 1.2605 0.3883
F -3.2871 0.5835 0.7319
C -0.4318 0.1096 1.8096
H -1.5338 1.8462 -1.9718
N 2.1873 -0.4213 -0.4526
C 0.9983 -0.0979 0.1397
C 0.8123 -0.3952 1.4901
N -0.9810 0.5092 0.6387
H -1.0814 0.2742 2.6120
C -2.3789 1.4857 -1.2966
*
```

As for the structure (SMILES): Nc1ccn(C(F)(F)CBr)n1. The value obtained for the max |F| is 3.34 eV/A. The value obtained for the frontier orbital gap is 9.85 eV.

Formula: C43H56BrO4P2PdSbSi3
Source: OMol25
Level of theory: ωB97M-V/def2-TZVPD

Structure (ORCA input):
```
! RIJCOSX wB97M-V def2-TZVPD def2/J DEFGRID3
* xyz -2 1
C -4.0629 1.3378 0.6814
C -3.0307 -3.2492 -1.3578
C -8.6197 2.0331 3.2274
H 5.4635 -0.6386 -4.6826
C 2.8064 -2.4298 5.1981
C -3.9150 -0.7032 -2.0154
C -6.3067 -0.4082 0.2656
C -1.1616 -2.5899 5.6425
C 3.3927 0.2092 2.6367
C 4.4525 0.3743 -3.0664
H -0.8899 -3.6413 5.7373
H 2.4658 -5.5440 4.6099
H 4.8045 1.3682 -3.3142
H -4.2822 0.2759 -2.2878
C -7.0925 0.3666 -0.5865
C -2.9968 -3.2501 3.3463
H 1.2191 -1.2509 -3.6847
H 0.0168 -0.0566 -4.2432
H 3.4604 -3.8281 1.5298
Sb 0.2730 -2.4604 2.1156
C -3.8525 -3.0673 -2.4565
H -4.1450 -3.9141 -3.0675
H -1.9450 -2.2930 0.2177
Si -1.5751 -2.1026 3.8532
C 1.0903 0.4312 4.5508
C 0.1640 3.1431 -1.3191
H -0.0091 4.4526 -3.0055
H -8.4607 0.3855 -2.2365
H -3.4737 2.1303 -2.1062
H 1.2605 -5.5792 3.3065
C 3.1807 1.4845 -1.1664
C -0.4842 2.1928 -0.5372
H 3.9211 0.6859 3.4712
H -7.1084 1.4445 -0.4665
H -3.7100 2.1088 1.3738
H -2.6499 -4.2315 -1.1074
C -8.4143 3.4027 3.1111
C -4.2963 -1.7916 -2.7828
H -8.4324 -2.0761 -2.5087
H 3.6107 -3.0635 5.5913
H 4.3160 -2.6047 2.4651
Pd 0.3681 -0.2350 0.8794
C 3.6165 0.2452 -1.9633
C -6.4891 1.5968 2.1578
H -2.0473 -2.4140 6.2649
C -1.8259 3.3593 -2.6454
H 3.0986 -3.1103 -2.0998
H -9.1573 4.0996 3.4795
H 1.9442 3.0174 3.3198
H -3.3125 -3.0611 2.3178
C -3.0738 -0.8669 -0.9154
H -5.6735 -2.3969 0.7481
C -7.8420 -1.6082 -1.7296
C 1.6293 -5.0004 4.1554
P -2.4692 0.4370 0.2336
H -7.0722 4.9308 2.4256
H -2.2444 0.0354 4.9352
H 2.4692 -1.0999 -0.7735
H 0.0780 1.7941 0.3127
H 1.1363 -0.6079 4.8916
C 3.4955 -2.1368 -2.3546
H -3.8649 -3.0994 3.9986
H -7.8325 0.0783 2.8632
H -0.4952 -1.6911 -3.7225
C -6.2974 -1.7896 0.1025
O 0.0409 -0.3250 -2.2402
H -2.6891 -4.2977 3.4115
H 0.0923 0.8100 4.7684
H -4.5280 1.8435 -0.1729
C -2.3258 -0.3625 3.9193
H -2.3625 3.8152 -3.4709
H 1.2038 3.3645 -1.1096
O 3.6826 2.5750 -1.5061
H 1.8031 1.0136 5.1487
C -7.6643 1.1457 2.7629
H -0.3449 -1.9873 6.0457
C -1.7761 1.7747 -0.8189
C 0.2034 -0.8703 -3.5408
H 2.0321 -2.3509 5.9630
C -0.5098 3.7229 -2.3796
O 2.3234 1.2741 -0.2781
C 1.4495 2.5189 2.4761
H 0.8270 -4.9409 4.8928
H -9.5251 1.6551 3.6872
Br 4.8192 -3.5053 -4.4850
H -1.8372 0.3227 3.2288
H -5.4000 3.3606 1.5817
C -7.2489 3.8663 2.5230
C -6.2962 2.9714 2.0477
C 0.1022 -1.2352 -1.1805
P -5.2824 0.3169 1.6081
H -4.9445 -1.6438 -3.6391
C 4.8186 -0.7319 -3.8182
C 3.1461 -1.0149 -1.6151
C -7.8561 -0.2271 -1.5778
O 0.2543 -2.4054 -1.4811
H 3.8160 0.5629 1.6957
H 1.9472 2.7986 1.5463
H 4.3496 -4.2940 2.9889
H 0.4161 2.8756 2.4408
H -3.3835 -0.4180 3.6524
H 3.5623 -0.8699 2.6976
C -2.4514 2.3971 -1.8718
Si 2.1833 -3.2652 3.6181
H 3.2131 -1.4330 5.0168
C 4.3310 -1.9737 -3.4446
C 3.7188 -3.5167 2.5435
C -7.0591 -2.3871 -0.8929
C -2.6439 -2.1546 -0.5968
Si 1.5473 0.6261 2.7068
H -7.0250 -3.4616 -1.0227
*
```

The value obtained for the max |F| is 1.09 eV/A. For the relative energy (zero: lowest compared OMol25 entry of this formula, charge and spin), the calculation gives 1.053 eV. The value obtained for the frontier orbital gap is 5.19 eV.

Formula: C9H3F5GdIN3O2S4Sb
Source: OMol25
Level of theory: ωB97M-V/def2-TZVPD

Structure (ORCA input):
```
! RIJCOSX wB97M-V def2-TZVPD def2/J DEFGRID3
* xyz -2 8
F 2.9725 3.5715 -1.6312
N -2.0675 -1.6442 0.7612
Gd 1.4489 -1.1931 0.0414
C -0.1956 3.4318 0.1068
S 0.5221 -2.5233 2.3452
C -3.3852 -1.6918 0.5177
S 3.6892 -2.6244 0.6908
F 1.0841 5.2755 -0.6502
N 0.7146 -2.9147 -1.5296
C -2.2302 -1.0727 -1.2682
I -5.3048 -1.1913 -1.8478
S 2.6165 0.4863 2.1335
F -1.4822 1.6621 0.8574
O 1.3584 -1.8119 -1.9671
C 0.5676 1.1575 -0.2553
C -0.3442 2.0600 0.2185
H -1.9023 -0.7562 -2.2458
H -1.5394 -1.8250 1.6160
F -1.1176 4.2924 0.5908
C 1.6468 1.7284 -0.8575
C 1.8786 3.0770 -1.0170
C -3.5326 -1.3295 -0.8040
N -1.3556 -1.2660 -0.2978
H -4.1073 -1.9597 1.2701
F 2.6201 0.8821 -1.3258
C 0.9268 3.9431 -0.5180
S 3.6720 -2.3767 4.6848
O 0.0844 -3.6240 -2.3204
Sb 2.7618 -1.7633 2.7014
*
```

The value obtained for the max |F| is 2.35 eV/A. For the relative energy (zero: lowest compared OMol25 entry of this formula, charge and spin), the calculation gives 7.712 eV. As for the expectation value of S²: 15.7666. The value obtained for the frontier orbital gap (spin up / spin down) is 5.44 / 5.40 eV.

Formula: C18H18Br9F5O15
Source: OMol25
Level of theory: ωB97M-V/def2-TZVPD

Structure (ORCA input):
```
! RIJCOSX wB97M-V def2-TZVPD def2/J DEFGRID3
* xyz 1 2
H -1.0971 0.7470 -2.1712
Br 2.7297 -2.1100 0.3276
F 3.4886 -5.4445 4.0333
H -1.7974 -0.8390 1.7748
H 4.0229 -4.2320 1.9081
H -0.5490 5.5441 -2.4416
O -2.2369 -4.9048 1.7255
Br 6.3844 2.6548 -3.7188
H -1.5409 1.3088 -4.8052
C -2.5508 -1.7484 0.2473
H -2.4716 1.6965 -2.4147
O -2.3187 -2.6752 2.3759
C -2.0552 0.7276 -2.6904
H 1.2089 -0.8229 5.1638
H 4.1236 2.1311 -2.5761
F -4.6030 2.4793 2.4138
C 0.7067 0.0922 4.8500
Br -1.3225 -0.4112 4.9622
Br 4.9432 -0.3197 -2.9229
O 2.3812 -6.5227 2.3648
Br 1.2568 1.5483 6.1536
C -2.6384 -1.5313 1.7375
H -2.2445 4.6271 2.3517
Br 1.2671 0.3797 2.9557
C 4.6540 1.6467 -3.3959
C 0.6348 3.2340 -2.9533
H -1.6164 -1.4636 -0.2363
C 1.3423 4.7621 -1.4981
C 3.6222 -6.1253 2.8979
Br 2.6596 1.2005 -0.1827
F -3.7716 -1.0003 2.1248
O -2.3819 1.8611 2.3245
C -3.5298 -0.6771 -3.4721
O -3.0101 -0.0956 -4.5492
O -2.9174 -0.3617 -2.4065
O -1.0964 1.5021 0.3991
O 1.6901 3.9689 -2.5824
Br 3.5741 1.7213 -5.1051
C -0.2005 4.8528 -1.6743
O 1.5756 -6.7326 0.2366
H 1.8586 5.7037 -1.3111
C -2.9830 3.9993 1.8531
C 4.3443 -5.2688 1.8082
O -0.5099 3.6335 -2.3615
C 1.7309 -0.5693 -0.4117
F -0.8217 -0.3349 -4.1907
C -2.2743 -3.6871 1.4173
F 1.6539 4.0001 -0.4721
C -3.3805 2.8143 2.7299
H 0.8095 -0.5018 0.1667
O -2.5605 -3.1273 0.1893
H -0.8015 5.0354 -0.7834
C 2.4303 -6.3562 1.0356
Br 1.3402 -1.0072 -2.3225
O 3.6723 -5.9457 0.7104
H -3.3658 -1.2372 -0.2650
O -2.3975 3.3757 0.7087
O -4.4805 -1.4260 -3.4760
H 5.4220 -5.3967 1.7074
C -1.8419 0.5020 -4.1369
H -3.8793 4.5252 1.5243
O 0.7250 2.3316 -3.7832
H 4.1323 -7.0304 3.2277
C -1.8295 2.2018 1.1240
H -3.3092 3.0977 3.7800
*
```

The value obtained for the max |F| is 6.04 eV/A. As for the expectation value of S²: 0.7562. The value obtained for the frontier orbital gap (spin up / spin down) is 8.29 / 3.16 eV.

Formula: C31H22BN3O4S3SbTa
Source: OMol25
Level of theory: ωB97M-V/def2-TZVPD

Structure (ORCA input):
```
! RIJCOSX wB97M-V def2-TZVPD def2/J DEFGRID3
* xyz -1 2
N 0.7902 -0.0653 2.3106
C -3.3090 0.8197 -2.2836
C -2.8880 4.1982 0.4757
C -0.5712 1.4116 1.5147
H 1.1305 1.9726 0.1934
H -0.5716 6.0319 2.1305
C -4.2286 1.7506 -2.7030
H 1.6002 -3.7817 6.6320
C -1.4433 2.3122 -2.6325
C -1.0688 5.1630 1.7166
C -0.5169 3.9036 1.8960
H 3.6734 -0.0582 -3.4653
C -2.3327 2.9365 0.6496
S 2.1448 -5.9689 -0.3021
C 3.1131 -2.5770 -2.8830
C -0.0130 -2.5822 3.2942
C 2.4439 2.3013 -1.4058
H 4.1180 -2.1905 -2.9868
H -4.4199 3.7633 -3.4321
B -2.2710 -0.9404 -1.4342
S 2.2579 -2.5381 0.9989
O -1.1138 0.4383 0.8529
H -2.6856 6.2988 0.8694
H 1.4599 0.2920 4.1749
C 2.7703 -3.8228 -3.3748
H 3.5082 -4.4385 -3.8765
H -0.3942 -3.8525 -2.2240
H 0.4059 3.7680 2.4459
H 2.4504 3.3716 -1.2311
H 3.8052 2.3848 -3.0753
Sb 0.8160 -4.4660 0.7394
C 1.6651 1.4811 -0.5959
C -0.4827 -3.7335 3.9479
C 3.1385 0.3884 -2.6353
C 1.1460 -3.4399 5.7099
C -2.2566 5.3134 1.0071
C 3.2004 1.7565 -2.4309
C 2.3470 -0.4185 -1.8179
H -2.0106 4.2525 -3.3541
N 0.9298 -2.3128 -1.9672
H -0.3783 2.5080 -2.5833
S -1.8322 -2.4223 -0.5683
C 1.5837 0.0877 -0.7518
H -0.2532 -5.0734 5.5883
C -1.9527 1.0956 -2.2518
C -3.7292 2.9985 -3.0962
H 2.3337 -1.6624 5.5753
C 0.6092 -3.5110 -2.4542
C 2.1512 -1.8245 -2.2222
C -2.3659 3.2721 -3.0603
Ta 0.2270 -1.3235 0.4436
O -3.5331 -0.4544 -1.8177
C 1.4792 -4.2847 -3.1972
H -2.8076 2.0591 0.2293
C 0.1007 -4.1616 5.1212
C 1.5622 -2.2704 5.1127
H -5.2875 1.5258 -2.7128
C 1.0026 -1.8331 3.9072
C -1.1482 2.7824 1.3609
O -0.5396 -2.2261 2.1401
H -1.2930 -4.2801 3.4840
C 1.1866 -0.4723 3.4490
N 0.4726 1.2929 2.2775
H -3.8080 4.3069 -0.0859
H 1.1687 -5.2564 -3.5562
O -1.2862 0.0040 -1.7797
*
```

The value obtained for the max |F| is 0.91 eV/A. For the relative energy (zero: lowest compared OMol25 entry of this formula, charge and spin), the calculation gives 1.683 eV. As for the expectation value of S²: 0.7701. The value obtained for the frontier orbital gap (spin up / spin down) is 5.69 / 6.57 eV.

Formula: C27H38BBrN6S3Tl
Source: OMol25
Level of theory: ωB97M-V/def2-TZVPD

Structure (ORCA input):
```
! RIJCOSX wB97M-V def2-TZVPD def2/J DEFGRID3
* xyz 1 1
C 2.2546 -3.6956 3.1109
S 2.3463 -0.4879 -0.0358
H -3.6444 5.9712 1.2778
H 4.2874 0.7934 3.1004
C 3.5116 -0.2316 -2.9593
H -2.9883 2.6976 -0.2535
H -1.9047 6.0722 0.9767
N -1.2742 3.6111 1.8522
C -3.6597 3.3765 2.2898
C -0.9456 3.8044 3.1818
C 1.2266 -0.2377 3.0141
C -5.2854 -0.2894 -0.4629
C 3.7807 1.2448 -2.6998
H 1.8946 1.9638 -3.4864
H 2.8589 2.8199 2.8196
S -0.4606 -0.0006 2.7207
C -4.5509 -0.1470 -1.6289
H 1.9422 -4.7157 3.3294
C 3.2347 3.2819 0.2305
C -2.6709 5.5935 1.5881
H -3.5804 3.6886 3.3311
H -4.6646 3.6144 1.9427
H -0.7183 -2.4276 4.2872
N 2.7286 2.1078 0.7243
C 1.7033 -2.8668 5.4309
C 3.3845 0.2142 3.1862
H 2.7621 -2.7394 5.6573
C -2.9858 3.7666 -0.0545
H 3.1535 1.7158 -4.7078
C 5.2816 1.4927 -2.8788
N 0.7364 2.7978 2.1887
H -2.5123 5.8818 2.6271
N 2.1654 0.7126 2.7955
C -0.0539 -3.0471 3.6936
H 1.1360 -2.1350 6.0073
C 2.9601 2.0704 -3.6963
C -2.6305 4.0756 1.3949
C 0.2826 3.3026 3.3819
H 0.8704 3.2499 4.2817
H -0.3197 -2.9520 2.6444
H 5.8472 0.9462 -2.1229
B 2.1358 2.1292 2.1600
C 3.6554 3.0580 -1.0262
H 3.9145 -1.7211 4.0505
N 3.4130 1.7332 -1.3253
C 3.1977 -1.0322 3.6450
Br -7.1707 -0.1040 -0.5194
C -3.2811 -0.6331 0.7997
C -4.6681 -0.5498 0.7498
H -5.2574 -0.6735 1.6485
H -3.9947 4.1437 -0.2273
H -0.2072 -4.0866 3.9860
C 2.8355 1.1613 -0.2324
H -5.0494 0.0386 -2.5707
H -2.3178 4.2578 -0.7557
Tl -0.3301 -0.0659 0.0418
C -2.5524 -0.4669 -0.3634
C -0.2199 2.9906 1.2510
H 2.4552 -0.4730 -2.8895
H 2.1102 -3.5074 2.0456
H 3.2363 4.1864 0.8131
H 3.8406 -0.4490 -3.9759
S -0.0292 2.5704 -0.4183
H 1.4061 -3.8639 5.7539
C 1.4133 -2.7149 3.9368
H 3.2115 3.1297 -3.6556
H -2.5934 -0.1126 -2.4913
H 5.5928 1.1409 -3.8614
C -3.1644 -0.2337 -1.5805
H 4.1065 3.7374 -1.7242
H 4.0679 -0.8730 -2.2807
H -3.5214 2.2966 2.2389
H -1.6081 4.2844 3.8771
H 5.5381 2.5488 -2.8061
N 1.8521 -1.3310 3.5390
H -2.7970 -0.8290 1.7488
H 3.3179 -3.6144 3.3324
*
```

The value obtained for the max |F| is 1.57 eV/A. For the relative energy (zero: lowest compared OMol25 entry of this formula, charge and spin), the calculation gives 0.544 eV. The value obtained for the frontier orbital gap is 7.34 eV.

Formula: C5H9NO
Source: OMol25
Level of theory: ωB97M-V/def2-TZVPD

Structure (ORCA input):
```
! RIJCOSX wB97M-V def2-TZVPD def2/J DEFGRID3
* xyz 0 1
C -0.5296 -0.7625 -0.5087
C -1.7523 -0.3751 -1.2716
H -0.7836 1.6297 0.4122
H -0.9181 -1.0458 1.5876
H 2.6066 0.3194 0.5875
O -0.6595 0.2933 -1.5045
H -1.6456 -2.4169 -2.7978
N -0.7226 1.0670 1.2608
C 0.6350 0.5450 1.4216
H 0.1072 -1.5814 -0.8401
H 1.4490 1.0809 -0.5175
C -0.4523 -0.3240 0.9167
C 1.7593 1.0108 0.5294
H -2.1116 -1.8582 -2.5905
H 0.9098 0.4193 2.4677
H 2.1082 1.9985 0.8471
*
```

The value obtained for the max |F| is 0.55 eV/A. For the relative energy (zero: lowest compared OMol25 entry of this formula, charge and spin), the calculation gives 6.130 eV. The value obtained for the frontier orbital gap is 9.82 eV.

Formula: C4H7ClS
Source: OMol25
Level of theory: ωB97M-V/def2-TZVPD

Structure (ORCA input):
```
! RIJCOSX wB97M-V def2-TZVPD def2/J DEFGRID3
* xyz 0 1
C -1.4046 0.1165 -0.0496
H -0.6611 2.1397 -0.0381
H 2.0169 -1.7769 -0.7182
H 3.3241 -0.6749 -0.0932
H -0.0423 -1.5954 -0.1411
H 2.1418 -1.4930 1.0422
S 1.3762 0.4292 -0.1706
H -2.2653 1.8842 -0.7821
H -2.2851 1.8273 0.9326
C -1.5977 1.5553 0.0562
C 2.3299 -1.0279 0.0829
Cl -2.7483 -0.9033 -0.0883
C -0.1843 -0.4808 -0.0328
*
```

As for the structure (SMILES): CS/C=C(\C)Cl. The value obtained for the max |F| is 3.55 eV/A. For the relative energy (zero: lowest compared OMol25 entry of this formula, charge and spin), the calculation gives 0.492 eV. The value obtained for the frontier orbital gap is 8.92 eV.